{"formula": "C32H20MgN10", "method": "wB97M-V/def2-TZVPD", "species": ["Mg", "C", "C", "C", "C", "C", "N", "C", "N", "C", "C", "C", "C", "C", "C", "C", "C", "N", "C", "N", "C", "N", "C", "N", "C", "N", "C", "C", "C", "C", "C", "C", "C", "C", "C", "C", "C", "C", "N", "C", "C", "H", "H", "H", "H", "H", "H", "H", "H", "H", "H", "H", "H", "H", "H", "H", "H", "N", "N", "H", "H", "H", "H"], "positions_angstrom": [[-0.0647, 0.0557, -0.0279], [2.1249, 6.0381, -1.5978], [1.6411, 5.7192, -2.8648], [1.0796, 4.4823, -3.1286], [0.9992, 3.5779, -2.0835], [0.4950, 2.2190, -1.9873], [0.6689, 1.7586, -0.7287], [1.2622, 2.7210, 0.0141], [1.6170, 2.6594, 1.2764], [1.4620, 1.5900, 2.0236], [1.8820, 1.5336, 3.4125], [2.4836, 2.4529, 4.2551], [2.7450, 2.0560, 5.5552], [2.3973, 0.7854, 6.0090], [1.7881, -0.1362, 5.1750], [1.5452, 0.2450, 3.8664], [0.9536, -0.4344, 2.7270], [0.5243, -1.6765, 2.7781], [0.0122, -2.3114, 1.7473], [-0.1500, -1.8523, 0.4850], [-0.7583, -2.8061, -0.2542], [-1.1267, -2.7432, -1.5134], [-0.9820, -1.6705, -2.2563], [-0.4757, -0.4724, -1.8880], [-0.4710, 0.3541, -2.9568], [-0.0360, 1.5920, -3.0123], [-1.0227, -0.3380, -4.1095], [-1.2354, 0.0360, -5.4247], [-1.7908, -0.9010, -6.2792], [-2.1419, -2.1713, -5.8292], [-1.9369, -2.5502, -4.5138], [-1.3613, -1.6264, -3.6594], [-0.9948, -3.9817, 0.5659], [-1.5708, -5.2138, 0.3072], [-1.6400, -6.1223, 1.3487], [-1.1523, -5.8091, 2.6156], [-0.5830, -4.5760, 2.8842], [-0.5059, -3.6645, 1.8450], [0.9119, 0.4069, 1.6694], [1.4854, 3.9000, -0.8041], [2.0609, 5.1336, -0.5514], [2.5593, 7.0135, -1.4324], [1.7184, 6.4496, -3.6564], [0.7274, 4.2146, -4.1123], [2.7317, 3.4405, 3.8980], [3.2254, 2.7442, 6.2350], [2.6079, 0.5174, 7.0329], [1.5012, -1.1169, 5.5212], [-0.9732, 1.0256, -5.7628], [-1.9550, -0.6476, -7.3167], [-2.5775, -2.8722, -6.5257], [-2.2175, -3.5272, -4.1559], [-1.9413, -5.4486, -0.6777], [-2.0748, -7.0963, 1.1799], [-1.2277, -6.5447, 3.4038], [-0.2049, -4.3247, 3.8628], [2.4516, 5.3657, 0.4271], [-2.6735, -0.2778, 1.2669], [-1.9787, 0.8345, 0.7089], [-3.4450, 0.0118, 1.8707], [-2.0174, -0.8215, 1.8207], [-1.8342, 1.5980, 1.3793], [-2.5412, 1.2029, -0.0574]], "atomic_forces_ev_per_a": [[-0.07, 0.25, 0.06], [0.06, 0.07, 0.25], [-0.06, -0.08, -0.20], [0.01, -0.02, -0.03], [0.26, 0.24, 0.51], [0.19, 0.44, 0.06], [0.09, 0.23, -0.17], [0.08, 0.34, -0.22], [0.17, 0.33, 0.29], [0.09, 0.02, 0.27], [-0.09, -0.53, 0.37], [0.01, 0.01, -0.02], [0.04, 0.21, -0.09], [-0.06, -0.20, 0.04], [0.00, -0.03, -0.01], [0.21, 0.61, -0.06], [0.07, 0.06, 0.28], [0.04, -0.06, 0.44], [-0.03, -0.47, 0.11], [-0.11, -0.24, 0.03], [-0.03, -0.39, 0.30], [-0.25, -0.17, -0.41], [-0.11, -0.17, -0.21], [-0.04, -0.08, -0.20], [-0.02, 0.01, -0.29], [-0.17, 0.01, -0.49], [-0.24, -0.66, 0.00], [0.02, 0.05, 0.00], [0.05, 0.17, -0.07], [-0.03, -0.16, 0.05], [0.02, -0.03, 0.04], [0.08, 0.55, -0.41], [0.20, 0.05, 0.57], [0.02, -0.04, -0.04], [-0.06, -0.04, -0.22], [0.06, 0.09, 0.26], [0.02, -0.05, 0.05], [-0.21, -0.25, -0.54], [0.21, -0.01, 0.16], [-0.13, -0.02, -0.64], [0.02, 0.01, 0.01], [0.05, 0.06, 0.01], [0.00, 0.06, -0.07], [-0.07, 0.01, -0.11], [0.06, 0.10, -0.01], [0.02, 0.06, 0.06], [0.02, -0.03, 0.12], [0.03, -0.12, 0.05], [0.05, 0.12, -0.06], [-0.03, 0.04, -0.06], [-0.05, -0.07, -0.05], [0.00, -0.16, 0.03], [-0.06, -0.04, -0.12], [-0.05, -0.07, -0.02], [0.01, -0.04, 0.05], [0.04, 0.00, 0.12], [0.02, 0.06, 0.10], [-0.44, -0.13, 0.38], [-0.12, 0.42, 0.01], [0.31, -0.02, -0.17], [-0.15, 0.07, -0.07], [-0.06, -0.26, -0.20], [0.14, -0.11, 0.15]], "mulliken_charge": [0.36, -0.65, -0.71, 0.01, 0.17, -0.27, 0.23, -0.30, -0.57, -0.31, 0.21, -0.05, -0.67, -0.66, -0.09, 0.17, -0.13, -0.55, -0.72, 0.12, -0.19, -0.59, -0.15, 0.18, -0.23, -0.62, 0.15, -0.02, -0.69, -0.63, -0.13, 0.23, 0.26, -0.10, -0.65, -0.67, -0.10, 0.39, 0.10, 0.17, -0.07, 0.38, 0.38, 0.58, 0.57, 0.39, 0.39, 0.57, 0.58, 0.39, 0.40, 0.57, 0.56, 0.39, 0.39, 0.57, 0.57, -0.59, -0.44, 0.30, 0.15, 0.33, 0.35], "total_charge": 0, "orbital_gap_ha": [0.181, 0.182], "e_tot_ha": -1979.31340, "fmax_ev_per_a": 0.70, "spin_multiplicity": 1}